Here is 3 unconnected molecules or ions with the total composition C19H24F2NO4P from the Open Molecules 2025 dataset. Energies are from wB97M-V/def2-TZVPD.

The geometry in ORCA input format:
```
! wB97M-V def2-TZVPD RIJCOSX def2/J DEFGRID3
* xyz 0 1
C 4.321 1.720 -0.680
C 2.815 1.927 -0.551
C 2.342 2.900 0.566
C 3.453 3.706 1.229
C 1.313 3.842 -0.053
O 0.972 4.931 0.812
C -0.359 5.039 0.954
O -0.904 5.776 1.704
O -1.000 4.210 0.101
C -0.076 3.259 -0.450
P -0.552 1.538 0.056
N -2.209 1.728 -0.239
O -0.413 1.776 1.699
H 4.518 0.947 -1.423
H 4.835 2.625 -1.004
H 4.770 1.392 0.257
H 2.345 0.953 -0.394
H 2.439 2.273 -1.520
H 1.863 2.306 1.344
H 4.004 4.315 0.508
H 3.033 4.374 1.977
H 4.160 3.046 1.729
H 1.778 4.267 -0.948
H -0.170 3.273 -1.538
H -2.674 2.377 0.388
H -2.679 0.830 -0.205
H -0.199 0.940 2.122
F 1.402 -0.197 -2.953
C 0.629 -1.296 -2.820
C 1.206 -2.539 -2.981
C 0.407 -3.663 -2.820
C -0.940 -3.527 -2.514
C -1.495 -2.263 -2.373
C -0.708 -1.133 -2.520
H 2.259 -2.616 -3.218
H 0.844 -4.647 -2.927
H -1.554 -4.409 -2.383
H -2.543 -2.152 -2.128
H -1.117 -0.141 -2.391
F -2.978 -1.779 0.582
C -2.993 -2.885 1.361
C -3.001 -4.125 0.755
C -3.016 -5.252 1.565
C -3.025 -5.125 2.947
C -3.019 -3.864 3.526
C -3.002 -2.726 2.732
H -2.994 -4.198 -0.323
H -3.020 -6.233 1.110
H -3.038 -6.008 3.572
H -3.029 -3.761 4.603
H -3.000 -1.732 3.159
*
```

**SMILES**: CC[C@@H](C)[C@@H]1OC(=O)O[C@@H]1P(N)O.Fc1ccccc1.Fc1ccccc1

=====

Here is C16H16FNO2 in the gas phase in a non-equilibrium geometry from the Open Molecules 2025 dataset. Energies are from wB97M-V/def2-TZVPD.

The geometry in ORCA input format:
```
! wB97M-V def2-TZVPD RIJCOSX def2/J DEFGRID3
* xyz 0 1
C -1.559 -0.858 2.115
C -0.993 0.326 2.876
C -1.620 1.629 2.337
C -0.706 0.087 4.409
C -1.950 -0.210 5.279
C -2.655 -1.385 4.937
C -3.958 -1.590 5.431
C -4.428 -0.792 6.492
C -3.585 0.165 7.100
C -2.335 0.440 6.503
C 0.229 1.163 5.075
C 1.632 1.009 5.111
C 2.458 2.015 5.608
C 1.860 3.166 6.130
F 2.625 4.080 6.795
C 0.500 3.400 6.022
C -0.303 2.376 5.482
N 0.498 0.324 2.448
O 1.064 1.429 2.370
O 1.080 -0.780 2.479
H -2.562 -1.036 2.435
H -1.665 -0.820 0.996
H -1.067 -1.771 2.433
H -2.678 1.467 2.105
H -1.604 2.406 3.102
H -1.228 2.009 1.368
H -0.023 -0.819 4.482
H -2.194 -2.138 4.274
H -4.624 -2.326 4.950
H -5.446 -0.913 6.871
H -3.910 0.748 7.994
H -1.712 1.184 7.038
H 2.086 0.091 4.727
H 3.538 1.863 5.648
H 0.051 4.354 6.312
H -1.390 2.507 5.480
*
```

**SMILES**: CC(C)([C@H](c1ccccc1)c1ccc(F)cc1)[N+](=O)[O-]
**Energy relative to the best compared isomer or geometry (same formula, charge and spin)**: 106.9 kcal per mole

=====

Here is 11 unconnected molecules or ions with the total composition C38H76O28S11 in a non-equilibrium geometry from the Open Molecules 2025 dataset. Energies are from wB97M-V/def2-TZVPD.

The geometry in ORCA input format:
```
! wB97M-V def2-TZVPD RIJCOSX def2/J DEFGRID3
* xyz 0 1
O 2.292 -7.101 -1.052
S 1.886 -7.400 -2.442
O 0.488 -7.690 -2.715
C 2.233 -5.997 -3.609
C 3.584 -6.439 -4.250
C 3.392 -7.930 -4.686
C 3.130 -8.574 -3.288
H 2.126 -5.050 -3.080
H 1.505 -6.063 -4.418
H 3.729 -5.880 -5.174
H 4.433 -6.278 -3.586
H 4.265 -8.291 -5.230
H 2.419 -8.175 -5.112
H 3.970 -8.441 -2.606
H 2.755 -9.597 -3.281
O 4.335 4.831 -5.578
S 3.754 4.630 -4.256
O 4.480 3.882 -3.295
C 3.386 6.296 -3.606
C 1.950 6.582 -4.010
C 1.159 5.344 -4.005
C 1.971 4.198 -4.519
H 4.082 7.033 -4.007
H 3.585 6.090 -2.555
H 1.464 7.418 -3.506
H 2.067 6.880 -5.053
H 0.289 5.456 -4.652
H 0.790 5.115 -3.006
H 1.868 4.080 -5.598
H 1.841 3.281 -3.944
O 7.665 -2.266 -0.465
S 7.071 -3.524 -1.080
O 6.282 -3.516 -2.287
C 8.544 -4.713 -1.184
C 7.818 -6.045 -0.816
C 7.107 -5.733 0.468
C 6.210 -4.537 0.218
H 9.127 -4.327 -0.347
H 9.066 -4.467 -2.109
H 7.192 -6.478 -1.597
H 8.596 -6.765 -0.561
H 7.869 -5.482 1.206
H 6.673 -6.663 0.833
H 5.940 -3.853 1.022
H 5.314 -4.707 -0.379
O -7.354 3.384 -3.305
S -6.805 2.011 -3.573
O -5.754 1.756 -4.548
C -6.200 1.301 -1.944
C -6.844 -0.103 -1.797
C -8.329 -0.036 -2.354
C -8.145 0.709 -3.682
H -6.884 1.922 -1.366
H -5.160 1.455 -1.657
H -6.228 -0.776 -2.395
H -6.847 -0.445 -0.762
H -8.997 0.407 -1.615
H -8.660 -1.070 -2.458
H -9.122 1.025 -4.049
H -7.691 0.002 -4.377
O 7.027 -1.076 10.273
S 6.091 -0.003 9.838
O 6.450 1.450 10.060
C 5.508 -0.259 8.120
C 4.033 0.179 8.128
C 3.434 -0.453 9.386
C 4.454 -0.441 10.558
H 5.676 -1.310 7.885
H 6.125 0.420 7.530
H 3.961 1.234 8.395
H 3.386 -0.150 7.315
H 3.125 -1.450 9.070
H 2.528 0.044 9.731
H 4.578 -1.503 10.770
H 4.287 0.227 11.403
O -4.209 -1.149 -8.123
S -2.752 -1.141 -8.002
O -1.888 -0.110 -8.578
C -2.125 -1.427 -6.297
C -1.049 -2.496 -6.320
C -1.550 -3.547 -7.249
C -2.065 -2.798 -8.501
H -3.055 -1.548 -5.742
H -1.831 -0.434 -5.958
H -0.053 -2.208 -6.656
H -0.932 -2.896 -5.313
H -2.385 -4.078 -6.791
H -0.734 -4.189 -7.578
H -2.793 -3.453 -8.981
H -1.330 -2.662 -9.295
O -2.692 5.242 -0.177
S -3.798 6.162 0.146
O -5.117 5.602 0.632
C -3.467 7.565 1.314
C -3.374 8.802 0.399
C -4.307 8.754 -0.811
C -4.209 7.272 -1.294
H -2.554 7.273 1.833
H -4.238 7.549 2.085
H -3.461 9.721 0.978
H -2.322 8.959 0.163
H -3.814 9.440 -1.500
H -5.336 9.021 -0.571
H -3.322 7.136 -1.913
H -5.045 7.091 -1.969
O 0.981 0.674 2.614
S 1.592 -0.064 1.581
O 2.929 -0.647 1.689
C 0.318 -1.312 0.876
C -0.475 -0.729 -0.200
C -0.118 0.741 -0.348
C 1.395 0.882 0.011
H -0.209 -1.709 1.743
H 0.851 -2.173 0.473
H -0.131 -1.200 -1.122
H -1.548 -0.875 -0.080
H -0.651 1.394 0.343
H -0.362 1.130 -1.336
H 1.679 1.918 0.194
H 2.006 0.315 -0.691
O -0.674 4.831 7.820
S 0.385 4.408 6.837
O 0.617 2.911 6.511
O 0.219 5.328 5.473
C 1.416 5.521 4.879
C 2.447 5.641 5.995
O 1.813 5.191 7.085
H 1.680 4.632 4.305
H 1.309 6.495 4.402
H 2.709 6.696 6.071
H 3.188 4.849 5.881
O -2.868 -4.530 -1.500
S -3.989 -5.092 -0.780
O -5.106 -5.587 -1.604
O -3.697 -6.266 0.338
C -3.628 -5.847 1.668
C -4.198 -4.394 1.724
O -4.483 -4.036 0.339
H -4.184 -6.548 2.290
H -2.590 -5.980 1.975
H -3.605 -3.744 2.367
H -5.097 -4.543 2.322
O -3.570 -0.518 7.228
S -4.272 -0.087 5.956
O -5.374 -0.943 5.471
O -4.754 1.549 6.055
C -4.477 2.291 4.868
C -3.684 1.366 3.974
O -3.324 0.197 4.717
H -5.378 2.635 4.359
H -3.833 3.085 5.244
H -2.757 1.878 3.718
H -4.037 1.228 2.951
*
```

**SMILES**: O=S1(=O)CCCC1.O=S1(=O)CCCC1.O=S1(=O)CCCC1.O=S1(=O)CCCC1.O=S1(=O)CCCC1.O=S1(=O)CCCC1.O=S1(=O)CCCC1.O=S1(=O)CCCC1.O=S1(=O)OCCO1.O=S1(=O)OCCO1.O=S1(=O)OCCO1
**Energy relative to the best compared isomer or geometry (same formula, charge and spin)**: 164.2 kcal per mole

=====

Computed E_LUMO (eV) in order:
0.434, 0.078, -0.278